# 1
A 7-piece molecular cluster, C34H41O13 overall at a distorted geometry. Source: the Open Molecules 2025 dataset; level of theory: ωB97M-V with the def2-TZVPD basis set.

Each line ends with the Löwdin charge.
Positions of all 88 atoms, in Å:
O: 0.072 0.553 0.029  -0.7272
H: 0.621 0.790 0.802  -0.2454
C: -5.570 5.330 -4.565  -0.0178
C: -4.279 4.939 -4.397  -0.0232
C: -3.861 4.521 -3.148  -0.3317
C: -4.755 4.402 -2.108  -0.0044
C: -6.094 4.771 -2.315  -0.0401
C: -6.532 5.165 -3.534  -0.3123
O: -7.854 5.594 -3.667  0.0143
O: -2.593 4.039 -2.976  0.0425
H: -5.975 5.646 -5.515  0.1116
H: -3.586 4.906 -5.225  0.1215
H: -4.494 3.938 -1.168  0.1187
H: -6.882 4.790 -1.576  0.1118
H: -8.308 5.712 -2.830  0.0884
H: -2.459 3.329 -2.344  0.1140
C: 7.544 -1.290 -2.198  -0.0096
C: 8.408 -2.395 -2.258  -0.0189
C: 7.973 -3.649 -1.777  -0.3374
C: 6.678 -3.840 -1.404  -0.0112
C: 5.764 -2.747 -1.505  0.0034
C: 6.220 -1.472 -1.824  -0.3642
O: 5.331 -0.479 -1.825  0.0639
O: 8.839 -4.718 -1.923  0.0204
H: 7.872 -0.282 -2.408  0.1130
H: 9.421 -2.275 -2.613  0.1033
H: 6.315 -4.845 -1.248  0.1143
H: 4.720 -2.833 -1.244  0.1137
H: 4.473 -0.652 -1.429  0.1179
H: 9.638 -4.417 -2.361  0.0865
C: -0.526 6.039 3.566  0.0034
C: -0.990 7.183 4.267  0.0013
C: -0.111 8.223 4.612  -0.3476
C: 1.186 8.166 4.213  -0.0372
C: 1.591 7.109 3.385  -0.0216
C: 0.780 6.051 3.110  -0.3243
O: 1.225 5.082 2.220  0.0360
O: -0.568 9.196 5.476  0.0304
H: -1.198 5.310 3.137  0.1165
H: -2.043 7.386 4.401  0.1094
H: 1.932 8.879 4.532  0.1120
H: 2.615 7.236 3.064  0.1159
H: 0.654 4.387 1.884  0.1097
H: 0.096 9.888 5.421  0.0895
C: -8.448 -2.480 1.220  -0.0297
C: -7.301 -1.971 1.822  0.0057
C: -6.323 -1.547 0.905  -0.3182
C: -6.569 -1.527 -0.454  -0.0311
C: -7.765 -1.973 -1.005  -0.0213
C: -8.690 -2.541 -0.152  -0.3387
O: -9.931 -3.004 -0.488  0.0307
O: -5.174 -0.978 1.409  0.0341
H: -9.169 -2.910 1.899  0.1107
H: -7.083 -2.129 2.868  0.1153
H: -5.732 -1.145 -1.020  0.1170
H: -7.923 -1.965 -2.073  0.1108
H: -10.071 -3.255 -1.404  0.1012
H: -4.437 -0.784 0.825  0.1091
C: 1.072 -6.155 -5.645  -0.0059
C: 0.467 -5.731 -4.449  -0.0066
C: 0.293 -4.370 -4.189  -0.3425
C: 0.762 -3.400 -5.042  -0.0023
C: 1.241 -3.827 -6.342  -0.0128
C: 1.381 -5.184 -6.616  -0.3301
O: 2.090 -5.646 -7.711  0.0171
O: -0.191 -3.990 -2.963  0.0396
H: 1.167 -7.216 -5.819  0.1090
H: 0.170 -6.337 -3.605  0.1151
H: 0.855 -2.348 -4.814  0.1140
H: 1.771 -3.151 -6.996  0.1019
H: 2.479 -4.905 -8.181  0.0899
H: -0.162 -3.044 -2.801  0.1094
C: 3.475 0.272 6.110  -0.0986
O: 4.246 -0.951 5.954  -0.1570
C: 3.635 -1.766 4.945  -0.2554
C: 4.162 -3.079 4.921  -0.2163
O: 3.590 -3.887 5.980  -0.1807
C: 3.883 -5.246 5.900  -0.1354
H: 3.405 0.790 5.154  0.0843
H: 3.809 0.915 6.925  0.0808
H: 2.416 0.154 6.341  0.0774
H: 3.739 -1.327 3.953  0.1348
H: 2.551 -1.800 5.058  0.1365
H: 5.248 -3.081 5.014  0.1362
H: 3.891 -3.476 3.944  0.1337
H: 3.593 -5.416 6.938  0.0927
H: 4.953 -5.413 5.779  0.0820
H: 3.332 -5.841 5.172  0.0847

Output
- HOMO energy: -3.03 eV
- Total charge: -1

=====

# 2
C6H15INNaO2 as an isolated structure at a distorted geometry. Source: the Open Molecules 2025 dataset; level of theory: ωB97M-V with the def2-TZVPD basis set.

Each line ends with the Löwdin charge.
Positions of all 26 atoms, in Å:
Na: -1.714 2.374 -0.818  0.0722
I: -1.892 1.167 1.043  0.5998
C: 1.244 -0.359 4.222  -0.1237
O: 1.403 -0.097 2.868  -0.1960
C: 0.787 -0.983 1.951  -0.2625
C: 1.094 -0.761 0.431  -0.1727
N: 0.617 0.594 0.005  -0.1548
C: 0.851 0.753 -1.435  -0.2220
C: -0.177 0.117 -2.356  -0.1963
O: -1.298 1.033 -2.488  -0.3045
C: -2.365 0.388 -3.205  -0.0710
H: 0.263 -0.814 4.361  0.0837
H: 1.490 0.458 4.899  0.0922
H: 1.878 -1.214 4.458  0.0788
H: -0.292 -0.923 2.087  0.0371
H: 0.936 -2.018 2.259  0.1129
H: 0.707 -1.647 -0.071  0.1074
H: 2.184 -0.765 0.441  0.1136
H: -0.342 0.828 0.216  -0.3417
H: 1.823 0.390 -1.770  0.1189
H: 0.862 1.816 -1.675  0.1094
H: -0.472 -0.851 -1.950  0.1221
H: 0.258 -0.140 -3.321  0.1216
H: -1.819 -0.066 -4.032  0.0895
H: -3.145 1.086 -3.512  0.0921
H: -2.879 -0.364 -2.607  0.0942

Output
- HOMO energy: -7.56 eV

=====

# 3
CH2NOS3 as an isolated structure at a distorted geometry. Source: the Open Molecules 2025 dataset; level of theory: ωB97M-V with the def2-TZVPD basis set.

Each line ends with the Löwdin charge.
Positions of all 8 atoms, in Å:
C: -0.591 0.259 0.057  -1.3631
N: 0.337 -0.478 -0.566  -0.5423
O: 1.104 -0.455 1.625  -0.5280
S: 0.500 -0.505 -2.269  0.5421
S: -1.818 1.430 -0.190  0.3012
S: -0.485 0.250 1.794  0.7193
H: 0.121 0.852 -2.426  -0.1475
H: 0.832 -1.354 1.976  0.0183

Output
- HOMO energy: -3.54 eV
- Total charge: -1

=====

# 4
C3H8BIS in the gas phase at a distorted geometry. Source: the Open Molecules 2025 dataset; level of theory: ωB97M-V with the def2-TZVPD basis set.

Each line ends with the Löwdin charge.
Positions of all 14 atoms, in Å:
B: 0.023 0.178 -0.690  -0.4467
C: 0.487 -0.980 0.275  -0.0670
C: -1.389 0.741 -0.848  -0.0444
C: 1.249 0.958 -1.539  -0.6059
S: 2.291 1.637 -0.286  0.1947
I: 3.928 2.533 -1.626  0.4395
H: 0.261 -2.036 -0.134  0.0977
H: 0.033 -1.047 1.283  0.0630
H: 1.556 -0.922 0.590  0.0427
H: -2.272 -0.020 -0.553  0.1185
H: -1.437 1.002 -1.882  0.0461
H: -1.394 1.628 -0.192  0.0888
H: 1.613 0.174 -2.106  0.0377
H: 1.000 1.731 -2.242  0.0352

Output
- SMILES string: CB(C)CSI
- HOMO energy: -8.41 eV

=====

# 5
C4H8N2O in the gas phase at a distorted geometry. Source: the Open Molecules 2025 dataset; level of theory: ωB97M-V with the def2-TZVPD basis set.

Each line ends with the Löwdin charge.
Positions of all 15 atoms, in Å:
C: 0.867 -0.333 -0.464  -0.4806
C: 1.356 -1.120 0.753  -0.0473
C: -1.981 -0.451 0.274  -0.0197
C: -2.597 0.610 -0.085  0.0047
O: -0.494 -0.080 -0.451  -0.2469
N: 1.649 0.915 -0.512  -0.0165
N: 0.969 1.945 -0.560  0.0815
H: 1.156 -0.871 -1.380  0.1427
H: 1.607 2.752 -0.624  0.0644
H: -1.885 -1.398 0.771  0.0891
H: 2.443 -1.178 0.756  0.0722
H: 0.969 -2.137 0.720  0.0741
H: 1.016 -0.627 1.665  0.0820
H: -1.489 1.084 -0.465  0.1416
H: -3.586 0.890 -0.398  0.0588

Output
- SMILES string: [H]/N=N/[C@@H](C)OC=C
- HOMO energy: -8.99 eV

=====

# 6
C5H9NO in the gas phase at a distorted geometry. Source: the Open Molecules 2025 dataset; level of theory: ωB97M-V with the def2-TZVPD basis set.

Each line ends with the Löwdin charge.
Positions of all 16 atoms, in Å:
C: 0.716 -0.013 1.345  -0.0242
C: 0.147 -0.400 -0.165  -0.4162
C: 0.932 0.488 -1.169  -0.0391
C: -1.366 -0.069 -0.381  -0.2018
O: -1.492 1.322 -0.124  -0.0752
C: 0.485 -1.784 0.136  -0.2396
N: 0.775 -2.772 0.669  0.1443
H: 0.115 0.844 1.573  0.0600
H: 0.676 -0.713 2.210  0.0924
H: 1.783 0.212 1.230  0.0875
H: 1.979 0.198 -1.262  0.0852
H: 0.872 1.495 -0.742  0.0835
H: 0.510 0.586 -2.183  0.0895
H: -1.731 -0.272 -1.412  0.1308
H: -1.977 -0.668 0.299  0.1239
H: -2.424 1.546 -0.022  0.0991

Output
- SMILES string: CC(C)(C#N)CO
- HOMO energy: -10.27 eV

=====

| no. | gap between HOMO and LUMO (eV) |
| --- | --- |
| 1 | 5.15 |
| 2 | 7.27 |
| 3 | 6.92 |
| 4 | 8.22 |
| 5 | 10.00 |
| 6 | 10.81 |